Record 1
75
Properties=species:S:1:pos:R:3:lowdin_charge:R:1 method="wB97M-V/def2-TZVPD" smiles="O=C1CC[C@H](N=C=S)N1.O=C1C=CC(=O)C=C1.O=C1C=CC(=O)C=C1.O=C1C=CC(=O)C=C1.O=C1C=CC(=O)C=C1.O=C1C=CC(=O)C=C1" charge=0 e_homo_ev=-9.682 energy_ha=-2684.4840 gap_ev=7.905 de_lowest_kj_mol=432.0
S 0.2559 0.2866 1.4730 0.769
O -8.6856 2.0148 -0.3556 0.091
O 5.2918 -2.6585 -0.9111 0.077
O 4.7418 1.7312 -6.2274 0.111
O 3.5786 -6.5508 -4.0693 0.113
O 4.1191 0.0936 4.3971 0.089
O 2.0906 -1.6442 -3.1293 0.101
O -12.4122 -1.7419 -0.2362 0.113
O 1.5548 4.6985 8.1658 0.103
O -3.7959 2.9811 0.8418 0.109
O 3.8911 3.8860 3.4840 0.099
O -5.0531 -1.1242 -2.2554 0.103
N 3.4311 -1.4986 2.8402 0.116
N 2.2537 -1.4135 0.6032 0.112
C -10.3322 -0.9879 0.5646 0.025
C 2.9882 3.3503 6.8733 0.023
C -9.3956 -0.0442 0.5336 0.022
C 3.4957 -1.6304 1.4069 -0.339
C -4.0850 2.0426 0.1318 -0.380
C 1.8743 5.4365 5.9548 0.019
C 3.9379 -0.2763 3.2691 -0.464
C -11.5604 -0.8822 -0.2632 -0.385
C -3.0965 0.9783 -0.1748 0.012
C 4.1349 0.9600 -5.5183 -0.386
C -11.7034 0.3179 -1.1259 0.024
C 2.0907 -0.3263 -5.0796 0.022
C 3.9659 -5.6618 -3.3441 -0.383
C 2.0917 4.5107 7.0955 -0.389
C -3.4122 -0.0537 -0.9514 0.023
C 4.2648 0.4665 1.9845 -0.075
C 3.0527 -4.9887 -2.3892 0.030
C 2.6969 -0.8711 -3.8401 -0.375
C 5.8048 -4.2246 -2.5867 0.023
C 1.3336 -0.7849 1.0940 -0.770
C 5.3779 -5.2026 -3.3800 0.026
C 3.3571 4.0705 4.5574 -0.380
C -10.7662 1.2610 -1.1564 0.022
C -5.7539 0.8801 -1.2397 0.015
C -9.5401 1.1539 -0.3287 -0.381
C 2.4596 5.2322 4.7783 0.018
C -4.7663 -0.1836 -1.5459 -0.386
C 4.8892 -3.5537 -1.6316 -0.369
C 4.7406 0.4146 -4.2771 0.028
C 2.7569 0.5228 -5.8571 0.023
C -5.4392 1.9126 -0.4624 0.023
C 3.4795 -4.0108 -1.5948 0.013
C 3.5752 3.1454 5.6970 0.023
C 4.6771 -0.7072 1.0956 -0.105
C 4.0741 -0.4345 -3.4999 0.027
H -6.7353 0.7683 -1.6809 0.110
H 4.9627 1.2860 2.0748 0.120
H 2.6730 -1.9211 3.3519 0.151
H 3.3367 0.9267 1.6564 0.105
H -10.8501 2.1430 -1.7783 0.122
H 6.8292 -3.8740 -2.5978 0.122
H 5.4615 -1.2113 1.6422 0.128
H -2.7061 -0.8405 -1.1861 0.122
H 5.7451 0.7464 -4.0468 0.124
H -8.4927 -0.1024 1.1284 0.123
H 3.1335 2.6872 7.7163 0.122
H 3.7798 -2.6476 1.1794 0.119
H -2.1151 1.0903 0.2662 0.053
H 4.2298 2.3026 5.5124 0.104
H 2.3335 0.9325 -6.7651 0.123
H 1.2170 6.2770 6.1377 0.121
H -12.6056 0.3767 -1.7210 0.123
H -6.1478 2.6963 -0.2286 0.113
H 4.8899 -0.5028 0.0676 0.097
H 4.4978 -0.8435 -2.5905 0.101
H 6.0292 -5.7059 -4.0831 0.123
H 1.0861 -0.6579 -5.3092 0.122
H 2.0277 -5.3358 -2.3795 0.127
H 2.3130 5.8942 3.9343 0.120
H 2.8242 -3.5063 -0.8979 0.101
H -10.2473 -1.8697 1.1866 0.123

***

Record 2
71
Properties=species:S:1:pos:R:3:lowdin_charge:R:1 method="wB97M-V/def2-TZVPD" charge=-1 e_homo_ev=-4.433 energy_ha=-6243.0252 gap_ev=6.447 de_lowest_kj_mol=0.0
Te 2.4235 -3.2142 -0.3673 1.580
Br 3.9503 -3.6529 2.1157 -0.267
Cu 1.8078 0.6854 -1.8467 0.383
O 2.9411 1.3552 -3.3105 -0.060
O 0.8397 1.3001 -0.2290 -0.087
O 4.9707 1.2024 -4.2704 0.010
O 0.7195 3.9631 0.8671 0.112
N 3.5923 -0.9363 -1.8777 0.079
N 0.3083 -0.7445 -2.0755 0.059
C 1.7984 -0.7370 1.2931 -0.122
C -0.7429 -1.5894 2.0656 -0.076
C 1.1253 -3.0752 -2.1147 -0.376
C -0.2328 -0.3856 2.5351 -0.068
C -1.9535 -1.5821 -2.1873 -0.198
C -1.0907 2.7835 3.7126 -0.044
C -3.3161 -2.4887 -3.9588 -0.080
C -0.5166 3.7085 2.8490 -0.142
C -0.4169 1.3651 -0.1319 -0.302
C 4.1152 0.9053 -3.4373 -0.623
C -2.3880 2.3654 0.9626 -0.008
C -0.1900 3.3726 1.4041 -0.308
C -2.4644 -2.5464 -1.3240 -0.039
C -1.3433 0.4494 -0.7770 -0.052
C -3.8053 -3.4625 -3.0998 -0.096
C 6.2442 -1.3006 -1.1872 -0.045
C 1.2788 -1.9305 0.8274 -0.478
C 5.2622 -2.1196 -0.6366 -0.139
C -3.3809 -3.4852 -1.7766 -0.076
C -2.3956 -1.5541 -3.5032 -0.038
C -0.9816 4.3689 5.5172 -0.098
C -1.0230 2.3394 0.7406 -0.086
C 4.5387 -0.1702 -2.4206 -0.161
C 5.8856 -0.3366 -2.1065 0.008
C -1.3172 3.1085 5.0442 -0.077
C 1.0305 0.0377 2.1501 -0.056
C 3.9618 -1.8910 -1.0378 -0.476
C 0.0180 -2.3714 1.2084 -0.153
C -3.2715 1.4963 0.3311 -0.274
C -0.4044 5.2981 4.6578 -0.085
C 0.7497 -1.8413 -2.9216 -0.263
C -0.9060 -0.6119 -1.7035 -0.185
C -4.7607 1.5597 0.5648 -0.066
C -0.1660 4.9642 3.3341 -0.021
C -2.7129 0.5675 -0.5299 0.004
H 1.5991 -3.8114 -2.7708 0.045
H -1.1648 4.6259 6.5531 0.096
H -0.3668 -3.3229 0.8571 0.094
H -5.1484 0.6238 0.9760 0.071
H -2.1483 -2.5398 -0.2870 0.098
H -0.0069 -2.1515 -3.6522 0.104
H 1.4159 0.9888 2.4935 0.123
H -2.0227 -0.7874 -4.1729 0.128
H -0.1335 6.2804 5.0244 0.097
H -1.3486 1.7983 3.3408 0.076
H 5.4899 -2.8927 0.0842 0.012
H 2.7794 -0.3993 0.9875 0.111
H -4.5180 -4.1950 -3.4568 0.096
H 6.6031 0.3029 -2.5996 0.118
H 0.2239 -3.5518 -1.7126 0.036
H -3.7694 -4.2307 -1.0940 0.101
H -3.3899 -0.1133 -1.0374 0.117
H -0.8258 0.2264 3.2034 0.078
H 7.2785 -1.4326 -0.8942 0.108
H -1.7308 -1.9180 2.3630 0.105
H -2.7919 3.1211 1.6328 0.122
H -1.7563 2.3766 5.7108 0.100
H -3.6507 -2.4537 -4.9880 0.100
H -5.0078 2.3539 1.2710 0.067
H -5.3111 1.7589 -0.3581 0.072
H 1.6167 -1.4877 -3.4753 0.100
H 0.3035 5.6615 2.6520 0.116

***

Record 3
77
Properties=species:S:1:pos:R:3:lowdin_charge:R:1 method="wB97M-V/def2-TZVPD" charge=-1 e_homo_ev=-4.812 energy_ha=-3483.5582 gap_ev=6.512 de_lowest_kj_mol=93.8
In 0.6345 0.2767 -0.1554 0.857
Cl 5.6902 -4.9945 -0.9344 0.645
Cl 0.4551 -4.8319 0.2703 0.739
Si 0.8718 -0.4693 3.2949 0.440
F 2.2187 2.9940 -0.3824 -0.055
F 1.8084 2.5573 1.7464 -0.050
O 0.7119 -1.9333 -0.0735 -0.180
O -1.9370 -0.5665 -0.2808 -0.076
N -0.1839 -0.1085 1.9070 -0.113
N 2.9975 -0.6082 -1.0094 0.075
N -0.9295 2.6030 -0.3291 0.054
N 1.2274 -2.2774 -6.0001 0.118
N 0.5994 2.0709 -6.1348 0.108
N -1.6238 6.1351 2.9193 0.156
N 0.1697 0.0963 -2.2747 0.163
C -3.7573 0.7685 -1.1461 -0.014
C -3.6957 -1.2503 1.2185 -0.024
C 1.8082 -2.6157 -0.4084 -0.336
C 0.6960 -0.1196 -4.7540 -0.295
C -3.5191 -0.7186 3.5752 -0.117
C -4.8455 0.0301 -3.2172 -0.083
C -0.9715 4.6704 -1.5605 -0.019
C 0.3373 -2.1192 4.0510 -0.150
C -2.8943 -0.3616 -1.2695 -0.269
C 2.0571 1.9622 0.5139 -0.396
C 1.8555 -4.0601 -0.2572 -0.633
C -1.2080 3.2697 0.8099 -0.054
C -4.2574 -1.2180 2.5151 -0.119
C 2.6247 -0.5222 2.6478 -0.153
C 0.7053 1.0348 -5.5817 -0.232
C -4.0024 -1.0916 -3.2745 -0.088
C -2.9993 -1.2744 -2.3228 -0.009
C -2.4253 -0.7317 1.0101 -0.187
C 2.9517 -1.9568 -0.9226 -0.165
C 5.2159 -0.7053 -2.0257 -0.041
C -1.5328 -0.3588 2.1014 -0.297
C -1.2944 4.6520 0.8454 -0.220
C -1.4429 5.4121 2.0033 -0.186
C -0.8321 3.2578 -1.4831 -0.107
C 3.0209 -4.7873 -0.4954 -0.126
C 0.9716 -1.2898 -5.4100 -0.266
C 5.2799 -2.0841 -1.8128 -0.025
C 0.4241 -0.0027 -3.4149 -0.113
C -2.2052 -0.3019 3.3489 -0.082
C 4.1556 -2.7170 -1.2378 -0.159
C 4.1869 -4.0997 -0.8891 -0.600
C -1.1952 5.3770 -0.3692 0.003
C 0.8275 0.9147 4.5484 -0.172
C -4.7282 0.9518 -2.1229 -0.076
C 4.0582 -0.0184 -1.6172 -0.099
H -0.0894 1.5228 4.4010 0.032
H 3.0057 -5.8762 -0.3902 0.106
H -1.2125 6.4577 -0.3284 0.117
H -0.6011 2.6689 -2.3880 0.112
H -4.2434 -1.6935 0.3995 0.115
H -3.9651 -0.7269 4.5922 0.105
H 3.1219 0.4509 2.6981 0.031
H -0.9562 5.2264 -2.5173 0.116
H -5.3732 1.8045 -2.0535 0.088
H -5.5967 0.1947 -3.9898 0.091
H -2.3210 -2.1202 -2.4363 0.129
H 6.1180 -2.6779 -2.0903 0.073
H 2.6683 -0.8780 1.6394 -0.010
H -1.3610 2.7262 1.7426 0.132
H 3.0176 1.4201 0.5495 0.057
H -3.7015 1.4849 -0.3080 0.127
H 0.7723 0.6497 5.6025 0.028
H 6.0825 -0.1307 -2.4316 0.116
H 1.6079 1.6035 4.4183 -0.004
H 3.9657 1.0164 -1.8237 0.099
H 1.1617 -2.5606 4.6100 0.024
H -5.2373 -1.6528 2.6914 0.087
H -0.5569 -2.0131 4.6669 0.024
H 3.2332 -1.1981 3.2457 0.037
H -1.6462 0.0698 4.1964 0.072
H 0.1451 -2.7910 3.2329 0.021
H -4.1185 -1.8174 -4.0889 0.105

***

Record 4
79
Properties=species:S:1:pos:R:3:mulliken_spin:R:1 method="wB97M-V/def2-TZVPD" charge=+2 e_homo_ev="-13.367 / -13.370" energy_ha=-3048.2344 spin_multiplicity=6 gap_ev="8.204 / 6.171" de_lowest_kj_mol=0.0
Ru -1.8858 -0.4313 -1.5274 4.013
S -1.6303 -1.3415 -3.7914 0.406
S -5.6807 -0.0815 1.5129 0.009
O 2.5945 1.2382 1.6394 0.000
O -3.3624 -2.0077 -1.6655 0.208
N -2.1695 1.8504 -1.3393 0.093
N 3.9648 0.1774 2.9954 0.000
N 2.2594 0.3830 -3.0265 -0.001
N 0.1952 0.3593 -2.3652 0.074
N -1.0819 -0.5528 2.6411 0.008
N 1.8239 1.6552 -3.2110 0.007
N -3.1606 3.6127 -0.3676 0.009
N -3.6300 -0.1884 0.0443 0.068
N -1.8848 3.4651 0.0791 0.003
N -3.4228 -2.8994 -2.6682 0.024
N 2.9459 0.7945 3.7658 0.000
N -1.0276 -1.0239 0.4808 0.113
C -1.3069 2.4414 -0.5160 -0.045
C -4.3934 -4.8645 -3.5219 0.018
C 1.3184 -1.1631 3.2172 0.000
C 2.1905 1.3942 2.9250 -0.001
C -4.2772 -3.9389 -2.5264 -0.001
C 6.0923 -1.2290 -0.5549 0.000
C -1.7703 -0.6010 1.4938 0.049
C -3.1957 -0.3171 1.3412 -0.032
C 1.3655 -1.9050 0.4699 -0.023
C 3.7948 0.3071 -0.6870 0.002
C 4.3369 -0.2117 -1.8516 -0.001
C 0.4152 2.2935 4.4175 0.002
C 5.5310 -0.7372 0.6150 0.001
C 4.3726 0.0255 0.5444 -0.002
C -4.9300 -0.0727 -0.0040 0.002
C 3.6798 0.0401 -3.1906 0.000
C 2.4621 -2.0906 1.2843 -0.002
C -3.6219 -4.7212 -4.6770 -0.008
C -1.3323 4.3915 1.0939 0.000
C -4.1740 -0.2792 2.2773 0.006
C -2.6668 -2.7196 -3.7619 -0.039
C -2.7605 -3.6551 -4.7924 0.014
C 0.9819 2.1970 3.1492 0.000
C 3.7043 0.4671 1.7747 -0.001
C 0.2309 -1.3233 1.0347 -0.001
C -0.7224 3.0647 4.5978 0.000
C 1.2918 -0.3706 -2.5380 -0.009
C 0.4152 2.8838 2.0860 0.001
C 0.2140 -1.0018 2.3853 -0.006
C 2.4451 -1.7057 2.6379 0.001
C -1.3041 3.7321 3.5229 0.001
C -0.7375 3.6431 2.2588 -0.001
C 0.5736 1.5947 -2.8308 0.007
C -3.2944 2.6186 -1.2061 0.006
C 5.4901 -0.9840 -1.7828 0.001
H 5.9245 -1.3984 -2.6868 0.000
H -4.2108 2.4393 -1.7471 0.001
H 2.8970 0.9123 -0.7190 0.000
H -2.1474 -3.5105 -5.6713 -0.005
H -2.1744 5.0062 1.3920 0.000
H 4.1207 0.8817 -3.7188 0.000
H 1.2980 -0.8867 4.2641 0.001
H 0.9246 2.8593 1.1285 0.001
H 0.8808 1.7784 5.2493 0.000
H -2.1947 4.3315 3.6773 0.000
H -4.0975 -0.3897 3.3495 0.001
H 5.9762 -0.9467 1.5803 0.000
H -5.4914 0.0237 -0.9238 0.000
H 1.3757 -2.2393 -0.5548 0.000
H -0.5963 5.0332 0.6125 0.000
H -0.3022 2.1110 -0.3130 0.031
H 1.4024 -1.4204 -2.3395 -0.004
H -5.0814 -5.6880 -3.3943 0.000
H -1.1586 3.1566 5.5847 0.000
H 3.3571 -2.5455 0.8773 0.000
H -0.0901 2.4427 -2.8901 0.002
H -3.6977 -5.4467 -5.4760 -0.001
H -4.8219 -3.9571 -1.5956 -0.001
H -1.4403 -0.2486 3.5322 0.000
H 3.7533 -0.8365 -3.8300 0.000
H 6.9953 -1.8252 -0.5095 0.000
H 3.3332 -1.8492 3.2395 0.000

***

Record 5
73
Properties=species:S:1:pos:R:3:mulliken_spin:R:1 method="wB97M-V/def2-TZVPD" charge=-1 e_homo_ev="-4.004 / -4.052" energy_ha=-10724.9085 spin_multiplicity=3 gap_ev="6.024 / 4.608" de_lowest_kj_mol=77.9
Te -3.5701 0.2986 -3.1425 0.459
Se -2.4634 1.4964 0.3056 0.017
Se -3.1058 2.3653 -1.7001 0.068
Se -2.7063 -1.5163 -1.8498 0.454
V -0.4613 0.0574 0.0619 1.240
S 1.4629 -1.1299 -0.5855 -0.004
P 0.7074 1.7058 1.4316 -0.048
N 0.5450 -3.6298 -0.2957 -0.001
N -0.6560 -0.8820 1.5636 -0.085
N -0.7586 -1.9237 0.6502 -0.048
N -0.4645 -4.4053 0.2747 -0.001
C -0.8616 3.3870 2.9908 -0.002
C 0.8942 3.5977 5.1178 0.001
C 0.1411 -2.4494 4.7996 0.009
C 1.9179 5.2119 -0.4011 -0.002
C -0.5683 -1.1040 2.9344 0.013
C 1.5642 4.3138 0.6314 0.003
C -0.0227 -2.2886 3.4321 -0.018
C -1.1713 4.2059 4.0656 0.002
C 1.2090 2.7811 4.0365 -0.003
C 0.9791 -6.3466 0.3628 0.000
C -1.0653 -7.7531 1.6146 0.000
C 4.8731 -0.1582 2.1760 -0.002
C 1.2318 3.5980 -2.0771 -0.012
C -0.2442 -5.7051 0.6169 -0.001
C 3.8284 -0.3952 3.0583 0.000
C 0.8363 2.7142 -1.0428 0.007
C 0.3304 2.6568 2.9665 0.006
C -0.8388 -0.2947 5.1862 0.008
C 1.0728 3.1767 -3.4181 0.012
C -1.2655 -6.4346 1.2486 0.000
C -0.2935 4.3109 5.1382 -0.002
C 1.1559 -7.6701 0.7359 0.000
C 3.4482 1.2994 0.8949 -0.001
C -0.2454 -1.4480 5.6845 -0.015
C 2.3941 1.0633 1.7717 0.000
C 0.3976 -2.3918 0.0026 0.022
C 2.5952 0.2066 2.8534 0.001
C 0.2320 1.4468 -1.2921 -0.071
C 0.1045 1.1015 -2.6239 0.022
C 4.6778 0.6888 1.0943 0.001
C 0.1448 -8.3903 1.3643 0.000
C -1.0186 -0.1307 3.8206 -0.013
C 1.7736 4.8559 -1.7143 0.001
C 0.5257 1.9522 -3.6734 -0.014
C 1.0469 3.0913 0.3045 -0.023
H 1.7641 -5.7803 -0.1182 0.000
H 0.2973 -9.4225 1.6528 0.000
H 2.3196 6.1851 -0.1457 0.000
H 1.7157 4.5955 1.6675 0.000
H -1.5488 3.3155 2.1573 0.004
H -1.8660 -8.2939 2.1068 0.000
H 3.9653 -1.0571 3.9048 0.000
H -1.1709 0.4859 5.8602 0.000
H -0.1035 -1.5732 6.7507 -0.001
H 2.0749 5.5427 -2.4988 0.000
H 2.1502 2.2500 4.0354 -0.001
H 1.5872 3.6744 5.9468 0.000
H 3.3057 1.9426 0.0354 0.000
H -1.5261 0.7391 3.4270 0.000
H 0.4185 1.6128 -4.6981 0.003
H 5.4829 0.8628 0.3909 0.000
H 1.4034 3.8207 -4.2258 0.000
H 2.1099 -8.1461 0.5371 0.000
H -2.2135 -5.9476 1.4516 0.000
H -0.3111 0.1388 -2.8994 0.016
H 0.5804 -3.3659 5.1754 0.000
H -1.2828 -3.9280 0.6247 0.000
H -0.5319 4.9498 5.9800 0.000
H 0.2872 -3.0574 2.7351 -0.003
H 5.8302 -0.6440 2.3211 0.000
H 1.7815 -0.0128 3.5350 -0.003
H -2.0984 4.7656 4.0610 0.000

***

Record 6
70
Properties=species:S:1:pos:R:3:nbo_charge:R:1 method="wB97M-V/def2-TZVPD" charge=+1 e_homo_ev=-11.293 energy_ha=-1959.0228 gap_ev=4.622
F -4.2906 -0.1074 1.3770 -0.302
F -4.1084 4.0726 -3.0701 -0.298
F -2.3063 2.9684 4.4020 -0.305
F 0.4308 5.1121 -4.0670 -0.298
F -1.6467 -1.1779 -0.2842 -0.403
N 3.1978 1.1877 -2.1179 -0.438
N 1.7502 -0.7324 1.1373 -0.501
C 0.7106 -3.5978 1.1841 -0.242
C 3.7009 -0.0375 -1.8670 0.071
C -3.4076 0.9190 1.6242 0.417
C 2.7847 1.9575 -1.1148 0.022
C 1.5815 -2.8434 -3.1171 -0.201
C 2.4487 1.3787 0.1114 -0.326
C -1.8529 4.5745 -3.6560 -0.191
C 2.1949 -0.4547 2.5212 -0.202
C -0.6510 -5.3015 2.2196 -0.211
C -0.0435 3.7282 -2.2275 -0.175
C -0.2407 -0.7435 2.4714 -0.426
C -0.5448 2.6096 -0.1257 0.169
C -0.4449 -2.9928 0.6782 -0.115
C -2.7647 3.9645 -2.7823 0.401
C -1.6990 -3.5589 0.9007 -0.160
C -1.7967 -4.7264 1.6562 -0.217
C 0.6084 -4.7270 2.0026 -0.195
C 0.9120 -2.8546 -1.8841 -0.223
C 1.0199 -0.5142 -3.3899 -0.192
C 0.4164 -0.5082 -2.1329 -0.235
C -0.9994 3.1810 -1.3316 -0.067
C 1.5940 -1.6859 -3.8956 -0.210
C 2.5158 -0.0248 0.1847 0.237
C -1.3798 2.7139 2.2105 -0.228
C 0.4001 -1.6701 -1.3527 0.020
C -3.4021 1.4898 2.8963 -0.258
C 0.9693 -0.6378 3.4011 -0.413
C -0.5031 4.4474 -3.3043 0.388
C -2.5380 1.2852 0.6082 -0.229
C -2.3599 2.3902 3.1460 0.409
C 3.3163 -0.7319 -0.7173 -0.251
C 0.2775 -0.6208 1.0155 -0.065
C -2.3867 3.2976 -1.6269 -0.194
C -1.4870 2.2005 0.8878 -0.142
C -0.3164 -1.6296 -0.0013 0.384
H 2.1224 1.9862 0.9570 0.207
H -2.7787 -5.1728 1.8135 0.224
H -0.7351 -6.2045 2.8303 0.225
H 3.0336 -1.1331 2.7384 0.213
H 2.0740 -1.6835 -4.8801 0.229
H -2.6881 0.8938 -0.3969 0.271
H 2.7156 3.0359 -1.2857 0.184
H 1.0632 0.4056 -3.9748 0.221
H -2.5905 -3.0815 0.4984 0.227
H 0.4558 2.8650 0.2073 0.243
H 1.0169 3.5635 -2.0093 0.260
H 1.6798 -3.1525 0.9546 0.236
H -4.1460 1.2329 3.6515 0.281
H -0.9434 0.0787 2.6565 0.204
H 2.5691 0.5771 2.6001 0.172
H 0.8812 0.2200 4.0816 0.215
H -0.0423 0.4033 -1.7522 0.184
H 4.3524 -0.5366 -2.5913 0.215
H 0.0047 0.3876 0.6477 0.175
H -2.1764 5.1203 -4.5379 0.284
H 0.8044 -3.7908 -1.3346 0.238
H 1.5126 -5.1379 2.4605 0.223
H 3.4976 -1.7958 -0.5592 0.246
H 1.0938 -1.5403 4.0071 0.230
H 2.0675 -3.7611 -3.4651 0.228
H -0.5716 3.4102 2.4514 0.252
H -0.7878 -1.6798 2.6153 0.247
H -3.1443 2.8907 -0.9539 0.262

***

> Which of these has the highest charge?

C35H27N12O2RuS2

***

> What is the charge in the first record?

0

***

> Which of these has the highest charge?

C35H27N12O2RuS2